# 1
{
  "formula": "C7H28N14O7",
  "method": "wB97M-V/def2-TZVPD",
  "spin_multiplicity": 2,
  "s2": 0.75,
  "e_tot_ha": -1576.8839,
  "relative_energy_kcal_mol": 44.6,
  "lumo_energy_ev": [2.40, 2.32],
  "molar_mass_da": 420.39,
  "charge": -1,
  "largest_force_ev_per_a": 12.39,
  "homo_energy_ha": [0.02761, -0.23739],
  "species": ["C", "O", "N", "N", "H", "H", "H", "H", "C", "O", "N", "N", "H", "H", "H", "H", "C", "O", "N", "N", "H", "H", "H", "H", "C", "O", "N", "N", "H", "H", "H", "H", "C", "O", "N", "N", "H", "H", "H", "H", "C", "O", "N", "N", "H", "H", "H", "H", "C", "O", "N", "N", "H", "H", "H", "H"],
  "coordinates": [[-2.654, -3.572, 2.285], [-3.552, -3.176, 1.602], [-1.416, -3.248, 2.088], [-2.820, -4.393, 3.214], [-1.247, -2.540, 1.388], [-0.681, -3.603, 2.683], [-3.693, -4.898, 3.246], [-1.967, -4.618, 3.706], [-3.500, 1.507, 2.250], [-3.228, 2.651, 2.197], [-3.072, 0.592, 3.026], [-4.251, 0.964, 1.313], [-3.592, -0.274, 3.047], [-2.382, 0.912, 3.691], [-4.385, 1.577, 0.521], [-4.410, -0.029, 1.222], [3.584, -0.901, -3.156], [2.777, -1.550, -2.555], [4.814, -1.247, -3.391], [3.291, 0.286, -3.602], [5.444, -0.581, -3.814], [5.072, -2.118, -2.949], [2.383, 0.664, -3.373], [4.076, 0.853, -3.890], [1.984, 3.364, -1.582], [1.697, 4.146, -2.405], [3.214, 2.985, -1.363], [1.112, 2.705, -0.925], [3.520, 2.333, -0.656], [3.970, 3.409, -1.881], [0.210, 3.156, -0.875], [1.480, 1.973, -0.335], [2.430, -3.068, 1.976], [2.356, -1.825, 2.011], [3.388, -3.779, 2.441], [1.583, -3.781, 1.291], [3.422, -4.787, 2.496], [4.167, -3.299, 2.869], [1.441, -4.778, 1.364], [0.928, -3.321, 0.674], [-2.323, 3.565, -1.352], [-2.059, 2.560, -0.696], [-3.180, 4.373, -1.038], [-1.511, 4.131, -2.175], [-3.571, 5.141, -1.566], [-3.715, 4.176, -0.204], [-0.618, 3.780, -2.491], [-1.860, 5.006, -2.539], [-0.315, -0.668, -0.452], [-0.034, -1.754, 0.024], [-1.311, 0.016, 0.010], [0.523, -0.062, -1.241], [-1.548, 0.868, -0.478], [-1.778, -0.318, 0.841], [0.344, 0.931, -1.283], [1.460, -0.439, -1.208]]
}


# 2
{
  "formula": "C7H28N15O10",
  "method": "wB97M-V/def2-TZVPD",
  "e_tot_ha": -1857.4200,
  "relative_energy_kcal_mol": 99.1,
  "lumo_energy_ev": 2.18,
  "molar_mass_da": 482.40,
  "charge": -1,
  "largest_force_ev_per_a": 8.56,
  "homo_energy_ha": -0.26041,
  "species": ["N", "O", "O", "O", "C", "O", "N", "N", "H", "H", "H", "H", "C", "O", "N", "N", "H", "H", "H", "H", "C", "O", "N", "N", "H", "H", "H", "H", "C", "O", "N", "N", "H", "H", "H", "H", "C", "O", "N", "N", "H", "H", "H", "H", "C", "O", "N", "N", "H", "H", "H", "H", "C", "O", "N", "N", "H", "H", "H", "H"],
  "coordinates": [[0.263, -0.405, 0.059], [0.715, 0.460, 0.823], [-0.936, -0.617, -0.177], [1.097, -0.948, -0.613], [2.226, 2.607, 3.924], [1.298, 3.377, 3.718], [3.069, 2.855, 4.843], [2.611, 1.745, 2.992], [3.937, 2.382, 5.053], [2.903, 3.733, 5.312], [1.962, 1.651, 2.224], [3.468, 1.217, 3.083], [-4.437, -0.423, -2.363], [-3.872, 0.538, -2.783], [-3.939, -1.336, -1.508], [-5.711, -0.639, -2.635], [-3.011, -1.179, -1.143], [-4.264, -2.268, -1.724], [-6.109, 0.100, -3.197], [-6.159, -1.514, -2.403], [4.281, -2.145, 0.636], [5.262, -2.793, 0.906], [3.733, -1.226, 1.339], [3.754, -2.225, -0.532], [4.275, -0.963, 2.149], [2.992, -0.654, 0.959], [4.022, -2.935, -1.198], [2.916, -1.696, -0.729], [2.332, 3.579, -0.909], [2.750, 4.693, -1.151], [2.939, 2.460, -1.054], [1.126, 3.417, -0.565], [2.433, 1.631, -0.777], [3.724, 2.317, -1.674], [0.595, 4.276, -0.557], [0.645, 2.534, -0.475], [-1.474, -4.072, -1.402], [-1.640, -5.250, -1.641], [-0.657, -3.361, -2.094], [-1.876, -3.433, -0.399], [-0.275, -2.513, -1.701], [-0.287, -3.716, -2.964], [-1.334, -2.621, -0.141], [-2.394, -4.018, 0.241], [-1.259, 0.521, 4.546], [-0.873, -0.303, 5.307], [-0.929, 0.652, 3.363], [-2.130, 1.471, 4.915], [-1.306, 1.491, 2.946], [-0.313, 0.089, 2.793], [-2.766, 1.902, 4.260], [-2.300, 1.544, 5.908], [-0.982, -0.091, -4.527], [0.070, -0.212, -5.132], [-0.930, 0.135, -3.268], [-2.173, -0.029, -4.991], [-1.795, 0.175, -2.750], [-0.043, 0.189, -2.788], [-2.948, 0.324, -4.448], [-2.273, -0.482, -5.889]]
}


# 3
{
  "formula": "C7H28N2O7",
  "method": "wB97M-V/def2-TZVPD",
  "e_tot_ha": -919.5382,
  "relative_energy_kcal_mol": 115.8,
  "lumo_energy_ev": 0.12,
  "smiles": "NC(N)=O.CO.CO.CO.CO.CO.CO",
  "molar_mass_da": 252.31,
  "largest_force_ev_per_a": 7.07,
  "homo_energy_ha": -0.35043,
  "species": ["C", "O", "N", "N", "H", "H", "H", "H", "C", "O", "H", "H", "H", "H", "C", "O", "H", "H", "H", "H", "C", "O", "H", "H", "H", "H", "C", "O", "H", "H", "H", "H", "C", "O", "H", "H", "H", "H", "C", "O", "H", "H", "H", "H"],
  "coordinates": [[3.879, 9.505, -29.843], [4.370, 10.028, -31.053], [3.137, 10.252, -29.058], [4.106, 8.287, -29.341], [3.086, 11.148, -29.400], [2.989, 10.017, -28.095], [4.637, 7.646, -29.945], [4.146, 8.086, -28.338], [7.762, 10.287, -29.651], [6.978, 11.204, -30.410], [8.750, 10.711, -29.849], [7.697, 9.208, -29.952], [7.730, 10.264, -28.588], [6.262, 10.733, -30.864], [2.555, 7.454, -32.187], [1.264, 7.331, -31.825], [2.793, 8.435, -32.437], [2.810, 6.944, -33.160], [3.300, 7.102, -31.438], [1.155, 7.708, -30.930], [7.423, 7.343, -27.927], [8.157, 6.280, -27.221], [7.679, 8.361, -27.708], [6.357, 7.320, -27.813], [7.507, 7.279, -29.057], [7.577, 5.720, -26.702], [6.424, 7.287, -31.869], [5.766, 6.447, -30.913], [7.451, 7.154, -31.615], [6.231, 8.367, -31.767], [6.288, 6.899, -32.882], [6.380, 5.768, -30.815], [7.940, 3.542, -31.579], [7.686, 4.414, -30.507], [7.229, 3.928, -32.358], [7.771, 2.512, -31.293], [8.992, 3.562, -31.829], [8.539, 4.412, -30.085], [3.982, 4.540, -28.374], [4.198, 3.605, -27.335], [4.334, 5.545, -28.121], [2.908, 4.602, -28.772], [4.675, 4.243, -29.184], [3.794, 3.945, -26.510]]
}


# 4
{
  "formula": "C7H28O8",
  "method": "wB97M-V/def2-TZVPD",
  "e_tot_ha": -885.3473,
  "relative_energy_kcal_mol": 59.8,
  "lumo_energy_ev": -0.31,
  "smiles": "CCCC/C=C/CO.O.O.O.O.O.O.O",
  "molar_mass_da": 240.29,
  "largest_force_ev_per_a": 2.76,
  "homo_energy_ha": -0.33408,
  "species": ["C", "C", "C", "C", "C", "O", "C", "C", "H", "H", "H", "H", "H", "H", "H", "H", "H", "H", "H", "H", "H", "H", "H", "H", "O", "H", "H", "O", "H", "H", "O", "H", "H", "O", "H", "H", "O", "H", "H", "O", "H", "H", "O"],
  "coordinates": [[-2.818, 0.572, -1.549], [-1.326, 0.536, -1.168], [-0.465, 0.000, -2.364], [0.774, 0.858, -2.533], [3.344, 1.660, 0.307], [3.206, 0.453, 1.096], [2.447, 1.621, -0.909], [1.873, 0.581, -1.501], [-2.883, 1.126, -2.494], [-3.044, -0.437, -1.909], [-3.569, 1.034, -0.915], [-1.059, 1.580, -1.018], [-1.089, -0.202, -0.409], [-1.026, 0.051, -3.300], [-0.261, -1.030, -2.096], [0.679, 1.934, -2.426], [1.209, 0.625, -3.511], [4.383, 1.655, -0.008], [2.912, 2.386, 0.998], [2.275, 0.195, 1.067], [2.112, 2.621, -1.187], [2.141, -0.442, -1.263], [0.023, -1.288, 0.825], [-1.052, -1.451, 1.907], [-0.719, -1.847, 1.087], [0.176, 3.662, -0.010], [-1.248, 3.175, 0.168], [-0.543, 3.639, 0.632], [2.266, -2.104, 2.803], [1.163, -3.222, 2.816], [2.004, -2.956, 2.440], [-2.705, -3.902, 0.872], [-2.587, -2.527, 0.433], [-2.529, -3.412, 0.057], [-2.560, 0.546, 3.305], [-2.785, 0.089, 1.918], [-2.078, 0.131, 2.578], [0.696, 1.513, 2.063], [-0.315, 0.334, 2.266], [0.619, 0.556, 2.133], [1.030, -2.577, 0.285], [0.286, -3.164, -0.801], [1.040, -2.569, -0.684]]
}


# 5
{
  "formula": "C7H28O9",
  "method": "wB97M-V/def2-TZVPD",
  "e_tot_ha": -960.5227,
  "relative_energy_kcal_mol": 99.0,
  "lumo_energy_ev": 0.32,
  "smiles": "CCC/C=C/C=C/O.O.O.O.O.O.O.O.O",
  "molar_mass_da": 256.29,
  "largest_force_ev_per_a": 7.11,
  "homo_energy_ha": -0.30634,
  "species": ["C", "C", "C", "C", "C", "C", "C", "O", "H", "H", "H", "H", "H", "H", "H", "H", "H", "H", "H", "H", "H", "H", "O", "H", "H", "O", "H", "H", "O", "H", "H", "O", "H", "H", "O", "H", "H", "O", "H", "H", "O", "H", "H", "O"],
  "coordinates": [[2.984, 2.005, -0.267], [1.508, 1.485, -0.178], [1.598, -0.070, -0.471], [0.206, -0.683, -0.244], [-0.702, -0.775, -1.251], [-2.084, -1.069, -0.981], [-2.457, -2.027, -0.153], [-3.594, -1.930, 0.621], [3.221, 3.088, -0.210], [3.512, 1.622, -1.132], [3.701, 1.737, 0.586], [1.074, 2.169, -1.066], [0.961, 1.607, 0.809], [2.368, -0.593, 0.275], [2.009, -0.042, -1.500], [0.155, -1.073, 0.775], [-0.535, -0.454, -2.289], [-2.797, -0.150, -1.165], [-2.000, -3.008, -0.010], [-4.238, -1.266, 0.235], [0.264, 0.049, 1.916], [0.243, -0.040, 3.333], [0.816, 0.370, 2.622], [2.223, -0.497, 2.525], [2.501, -1.587, 3.593], [2.732, -1.329, 2.673], [-0.859, -2.067, 2.271], [-1.742, -0.888, 2.030], [-1.199, -1.291, 2.731], [2.068, 1.323, -2.777], [2.081, 2.665, -3.426], [1.968, 1.746, -3.621], [1.747, -2.527, 2.020], [1.570, -3.967, 1.863], [1.076, -3.257, 1.805], [-1.727, 1.610, 1.515], [-1.838, 1.463, 0.149], [-1.455, 1.024, 0.931], [0.194, 1.869, -3.515], [-0.622, 0.855, -4.135], [-0.749, 1.787, -3.687], [-1.540, 2.246, -2.190], [-1.101, 3.372, -0.908], [-1.747, 2.790, -1.361]]
}